The following is a DFT calculation (ωB97M-V/def2-TZVPD) of C31H62IrP2Si2 as an isolated structure.

```
! RIJCOSX wB97M-V def2-TZVPD def2/J DEFGRID3
* xyz 1 5
Ir 0.93 1.05 -0.18
P 0.47 0.41 -2.24
P -1.18 2.28 -0.16
Si -1.64 -3.12 -0.88
Si -3.58 -1.44 0.87
C 3.48 2.92 -1.84
C 0.45 0.44 2.00
C 2.83 0.30 -0.63
C 3.10 0.46 -2.05
C -1.89 1.81 -2.01
C -4.84 -1.74 -0.52
C -1.21 0.66 -2.73
C 3.47 -1.85 2.48
C 4.14 1.65 -2.36
C -2.70 -4.54 -0.29
C 1.68 1.81 -4.01
C -3.46 -2.77 2.21
C 0.11 -3.81 -0.54
C -2.74 2.54 0.69
C 0.32 -2.14 2.10
C 0.99 2.32 3.82
C -4.33 -0.02 1.83
C -0.24 3.57 1.00
C 0.99 2.50 -1.69
C -2.01 -3.02 -2.75
C 0.90 2.88 -3.19
C 0.87 -1.30 -2.22
C 3.83 1.07 3.62
C 1.13 -0.92 2.00
C -2.05 -1.45 -0.17
C 1.40 1.25 2.87
C 2.61 0.59 2.92
C 2.24 2.59 -0.97
C -0.96 0.35 2.54
C 2.04 0.61 -3.14
C 2.45 -0.76 2.41
H 0.24 3.20 -1.25
H -3.78 -2.30 3.15
H -5.77 -1.30 -0.13
H 4.14 3.50 -1.18
H -0.07 2.60 3.71
H -1.48 -2.28 -3.36
H -4.14 -3.59 1.95
H 3.59 -2.20 3.52
H 1.32 3.90 -3.32
H -3.67 0.62 2.43
H 1.00 1.45 -4.82
H 2.83 -0.77 -0.44
H 2.17 -0.18 -3.87
H -4.53 -1.23 -1.44
H 2.42 0.66 0.53
H -0.59 -2.00 1.48
H 1.42 -1.64 -1.36
H -1.77 -4.01 -3.16
H -3.54 1.91 0.31
H 2.21 2.99 0.07
H -0.93 3.75 1.83
H -1.72 -0.49 -0.59
H 0.69 3.12 1.41
H 0.00 -2.37 3.13
H -0.10 -1.74 -2.24
H 4.75 0.79 3.11
H -1.56 -0.23 1.84
H -3.08 -2.81 -2.90
H 3.90 0.68 4.64
H -4.97 -2.80 -0.74
H 1.60 3.23 3.71
H -4.92 0.63 1.17
H -0.04 4.50 0.42
H -0.99 -0.14 3.52
H -5.02 -0.50 2.55
H -2.43 -4.89 0.71
H 4.44 1.73 -3.44
H 3.69 0.89 -0.28
H 3.86 2.15 3.69
H 5.10 1.46 -1.86
H -1.44 1.31 2.68
H -2.90 1.55 -1.72
H 0.87 -3.02 1.78
H -1.63 -0.29 -2.44
H -3.02 3.59 0.57
H -2.45 -3.17 2.39
H 1.10 1.97 4.87
H 3.62 -0.49 -2.28
H -1.84 2.79 -2.51
H 4.46 -1.55 2.09
H 3.16 -2.71 1.87
H 0.53 -4.32 -1.41
H 1.44 -1.74 -3.07
H 3.32 3.65 -2.65
H 0.07 -4.54 0.29
H -3.77 -4.35 -0.29
H -1.35 0.76 -3.82
H 2.48 2.26 -4.63
H -2.53 -5.37 -0.99
H 0.84 -3.05 -0.24
H -0.15 2.93 -3.53
H -2.63 2.34 1.76
*
```

For the HOMO-LUMO gap (alpha / beta), the calculation gives 5.21 / 6.34 eV. For the total energy, the calculation gives -2583.7443 a.u. The calculation puts the lowest unoccupied orbital energy (alpha / beta) at -2.515 / -4.149 eV.

Atomic partial charges in e from the Mulliken method, atoms 1 to 5: atom 1 (Ir): 1.396, atom 2 (P): 0.229, atom 3 (P): 1.212, atom 4 (Si): 0.695, atom 5 (Si): 0.547



The following is a DFT calculation (ωB97M-V/def2-TZVPD) of C31H64Cl42FNO4S as an isolated structure.

```
! RIJCOSX wB97M-V def2-TZVPD def2/J DEFGRID3
* xyz 0 1
Cl 3.29 0.76 -7.79
Cl 0.96 10.30 3.64
Cl -2.42 -0.03 6.41
Cl 2.94 -5.49 0.14
Cl -1.14 10.29 -0.94
Cl 0.30 3.54 1.24
Cl 2.86 -2.06 -7.18
Cl -2.66 -8.97 1.47
Cl -6.38 -8.47 2.74
Cl -5.60 2.28 5.11
Cl 7.03 -8.09 -4.23
Cl -6.01 -5.68 1.95
Cl -3.99 6.05 -3.69
Cl -1.24 2.66 -2.80
Cl 4.18 -7.51 -4.02
Cl -3.50 4.22 5.69
Cl -0.20 -4.27 5.96
Cl 5.79 -6.09 -0.09
Cl 1.70 2.81 -1.21
Cl 10.66 -8.69 -1.56
Cl 0.41 -0.68 6.20
Cl 9.23 -3.04 1.22
Cl 2.33 10.23 1.06
Cl 6.99 -0.89 3.11
Cl 1.42 1.66 -4.73
Cl 0.43 5.39 -3.74
Cl -0.18 6.52 3.80
Cl 7.24 -4.39 2.87
Cl 11.73 -10.38 -3.68
Cl -1.23 -10.37 3.59
Cl 1.85 4.65 -6.18
Cl -1.03 0.90 -6.12
Cl -6.00 5.99 -8.99
Cl -2.95 4.34 -5.81
Cl -7.38 6.06 -6.42
Cl 4.58 0.75 2.84
Cl 1.81 -2.53 -1.63
Cl 2.17 6.17 2.11
Cl -2.28 4.37 -0.67
Cl -1.59 -2.74 3.90
Cl 4.32 -1.08 -1.25
Cl -2.22 12.01 1.16
S -5.24 -3.21 1.24
F -3.91 -3.27 0.21
O -4.95 -3.89 2.59
O 1.91 -2.21 2.40
O -6.07 -1.11 0.17
O -6.34 -3.93 0.50
N -5.84 -1.56 1.45
C -0.37 -0.97 0.29
C -5.22 3.87 5.80
C 0.61 1.53 -6.30
C -7.57 6.06 -8.18
C -2.16 11.68 -0.57
C 10.69 -9.00 -3.30
C 1.23 -3.40 1.95
C 1.97 5.45 -4.61
C 1.04 -1.06 2.47
C -3.95 5.75 -5.43
C 5.67 -7.83 -3.13
C 1.83 3.61 0.37
C -3.53 1.60 2.43
C -2.76 -10.21 2.72
C 3.34 -0.90 -8.41
C -2.24 4.07 -2.41
C -2.09 1.00 1.95
C -1.88 1.29 0.38
C -4.71 -0.78 2.12
C 5.46 -0.66 2.25
C 1.54 6.86 3.61
C 4.44 -5.83 1.02
C 0.76 10.28 1.88
C -4.76 0.78 1.83
C -1.72 -4.05 5.08
C -0.94 -0.38 7.30
C -5.96 -7.37 1.42
C -1.34 0.05 -0.48
C 0.87 -0.29 1.04
C 3.57 -2.60 -1.76
C 8.65 -4.60 1.83
H -1.03 -1.55 1.03
H 2.59 3.11 0.96
H 1.19 0.85 -6.93
H -2.92 1.54 -0.04
H -8.08 6.97 -8.48
H 1.17 -3.38 0.80
H 5.53 -8.72 -2.52
H -2.51 -3.81 5.79
H -3.00 -11.17 2.25
H 3.84 -2.79 -2.80
H -3.53 6.63 -5.93
H 2.25 6.49 -4.76
H 0.04 -1.41 2.89
H 2.10 4.65 0.21
H -5.52 3.88 6.84
H -1.76 12.56 -1.08
H 0.19 9.41 1.59
H 0.24 11.19 1.58
H -3.25 3.89 -2.76
H 8.38 -5.23 0.98
H -1.25 1.57 2.49
H 4.84 -1.55 2.39
H -4.86 1.07 0.74
H -0.70 0.51 -1.33
H -2.10 -0.09 2.24
H -5.71 1.18 2.35
H -1.25 2.23 0.19
H -0.01 -1.76 -0.47
H -3.57 2.66 2.00
H 4.67 -4.97 1.65
H 9.45 -5.07 2.40
H 0.65 0.80 1.32
H -1.83 4.94 -2.91
H -0.69 0.47 7.93
H 5.67 -0.53 1.19
H 1.46 -0.30 3.23
H -8.15 5.19 -8.47
H 0.16 -3.50 2.33
H 2.08 6.42 4.45
H -3.51 1.67 3.57
H 1.80 -0.41 0.40
H -2.19 -0.49 -1.03
H -1.96 -4.97 4.56
H 9.68 -9.22 -3.64
H -3.75 -1.30 1.81
H 2.66 -0.98 -9.26
H -5.18 -1.04 -0.26
H -3.17 11.48 -0.93
H -1.09 -1.26 7.92
H -4.85 -0.95 3.24
H -6.66 -7.50 0.60
H 4.30 -6.71 1.63
H 5.89 -6.98 -2.49
H 2.73 4.94 -4.01
H 0.57 2.51 -6.76
H 3.94 -3.41 -1.13
H -4.95 -7.59 1.08
H 1.88 -4.30 2.20
H 11.07 -8.12 -3.81
H 1.69 7.94 3.60
H -5.78 4.63 5.25
H -4.96 5.57 -5.78
H -3.54 -9.94 3.43
H 4.36 -1.13 -8.73
*
```

For the HOMO-LUMO gap, the calculation gives 8.67 eV. For the total energy, the calculation gives -21401.0300 a.u. The calculation puts the lowest unoccupied orbital energy at -0.278 eV.

Atomic partial charges in e from the Mulliken method, atoms 1 to 5: atom 1 (Cl): -0.117, atom 2 (Cl): -0.194, atom 3 (Cl): -0.083, atom 4 (Cl): -0.136, atom 5 (Cl): -0.104